Below is a molecular structure, C2N6O6, with properties calculated with ωB97M-V with the def2-TZVPD basis set.

Geometry (Å):
O 3.045 -2.126 -1.296
O 1.783 1.673 0.465
O -0.489 2.265 -1.202
O -1.796 0.606 -1.218
O 0.708 1.478 2.290
O -0.924 -1.049 1.988
N -2.361 -1.892 -0.592
N -1.810 -0.978 -0.268
N 1.041 -1.121 -0.906
N -0.796 1.255 -0.689
N 0.810 1.333 1.106
N 2.021 -1.653 -1.061
C -0.977 -0.445 0.977
C -0.255 0.653 0.405

- total charge = 0
- max |F| (eV/A) = 3.5
- energy relative to the best compared isomer or geometry (same formula, charge and spin) (eV) = 1.824
- energy (eV) = -23288.23617
- frontier orbital gap (eV) = 8.691


Below is a molecular structure, C2H6N5S, with properties calculated with ωB97M-V with the def2-TZVPD basis set.

Geometry (Å):
S 0.371 -2.019 -0.346
N 0.685 1.848 0.135
N 0.577 0.846 -1.938
N -0.452 0.085 0.115
N -1.725 0.160 -0.172
N 0.369 -2.176 2.403
C 0.404 0.913 -0.629
C 0.540 -1.997 1.250
H -1.926 0.804 -0.910
H 0.948 -1.982 3.180
H 1.150 0.067 -2.311
H 0.502 2.019 1.086
H 0.890 1.660 -2.407
H -2.331 -0.228 0.545

- total charge = +1
- max |F| (eV/A) = 3.4
- energy relative to the best compared isomer or geometry (same formula, charge and spin) (eV) = 3.215
- energy (eV) = -20446.49310
- frontier orbital gap (alpha / beta) (eV) = 8.100 / 8.099


- Among the records above, which one has the highest max |F|?
  C2N6O6